Below is C46H47CrNP3Si as an isolated structure at a distorted geometry, with properties calculated with the ωB97M-V functional and the def2-TZVPD basis.

Structure (XYZ):
```
99
Properties=species:S:1:pos:R:3:forces:R:3
Cr 0.2301 0.2038 0.1661 -0.020 0.429 -1.289
C -3.8112 -0.4646 0.1603 -0.962 -0.470 -0.229
Si -2.0443 -0.6344 -0.4497 0.442 -0.788 0.168
C -2.1653 -0.9002 -2.3031 0.954 1.246 1.357
C -3.3204 -1.3907 -2.8400 -1.459 -1.526 0.839
C -3.4375 -1.4936 -4.1933 -0.853 -0.463 -0.904
C -2.4303 -1.0485 -5.0121 0.465 0.735 -1.559
C -1.2855 -0.4625 -4.5149 1.148 -0.536 0.831
C -1.1215 -0.4462 -3.1054 -1.087 -0.282 -1.916
P 0.4161 0.0829 -2.4357 0.831 0.506 0.489
C 1.7471 -0.9340 -3.2483 -1.058 1.857 0.376
C 2.4783 -0.3610 -4.2823 -0.003 -0.778 0.898
C 3.4948 -1.1484 -4.7728 0.299 0.072 -2.034
C 3.6514 -2.4837 -4.4092 0.694 -0.190 0.665
C 2.9584 -2.9968 -3.2952 0.188 0.306 -1.323
C 1.9977 -2.1858 -2.7196 0.730 0.565 -1.059
C 0.6134 1.8056 -3.0662 2.036 0.586 0.635
C -0.3488 2.5558 -3.6776 -1.337 -0.848 -0.269
C -0.2015 3.9105 -3.9341 -0.801 -0.274 -0.326
C 0.9524 4.5354 -3.5784 -0.226 1.889 -0.462
C 1.9461 3.8515 -2.9313 1.992 0.322 0.143
C 1.8203 2.5058 -2.7404 -1.960 -0.958 0.084
C -1.0211 -2.1945 0.0246 -0.172 0.973 0.416
C -0.9949 -3.3721 -0.7092 0.220 -1.254 -0.048
C -0.1883 -4.4461 -0.3148 -0.065 0.840 -0.536
C 0.7562 -4.2850 0.7225 -0.691 -0.429 -0.575
C 0.7139 -3.1290 1.4863 0.181 -0.268 -0.775
C -0.1586 -2.0900 1.1392 0.308 0.258 0.654
P -0.4787 -0.6173 2.2413 -1.786 -1.406 -0.731
C 0.6257 -0.4451 3.6150 0.027 -1.265 -0.298
C 1.0088 -1.5170 4.4560 -1.785 0.542 -1.601
C 1.9409 -1.2562 5.3949 1.227 -1.476 1.911
C 2.4814 -0.0043 5.5756 0.107 1.225 -1.145
C 2.0905 1.0279 4.7008 0.946 0.073 0.924
C 1.1937 0.8147 3.6810 -0.315 -0.866 0.669
C -2.1465 -1.1444 2.8229 -0.792 0.361 0.667
C -2.6540 -2.4461 2.6450 1.965 0.542 0.062
C -3.8065 -2.7988 3.2828 -2.236 -0.206 0.256
C -4.5855 -1.8532 3.9864 1.094 -0.348 -0.462
C -4.0996 -0.5474 4.1401 -2.059 -0.975 0.209
C -2.9342 -0.2137 3.5612 3.803 0.415 -0.800
H -4.3110 -1.4607 0.2368 0.486 0.467 -0.349
H -4.3350 0.0911 -0.6448 0.144 -0.239 0.394
H -4.0870 -0.0108 1.1115 0.587 0.264 -0.034
H -4.0901 -1.8801 -2.1816 0.659 0.925 -0.723
H -4.3158 -1.9262 -4.6659 0.079 -0.009 0.227
H -2.5488 -1.1204 -6.0937 -0.017 -0.015 0.253
H -0.4350 -0.1315 -5.1543 -0.949 -0.277 0.328
H 2.2946 0.6399 -4.6464 0.026 -0.054 -0.033
H 4.0463 -0.7160 -5.6228 0.061 -0.521 0.515
H 4.3994 -3.1132 -4.9269 -0.543 0.498 0.384
H 3.1551 -4.0186 -3.0176 -0.121 -0.083 0.381
H 1.4357 -2.3956 -1.8726 -0.848 -1.124 1.515
H -1.2287 2.0041 -3.9677 -0.502 0.391 -0.125
H -1.0088 4.4625 -4.4003 0.096 -0.093 -0.098
H 1.0759 5.5946 -3.8414 -0.001 -0.465 0.338
H 2.8792 4.3907 -2.6623 -0.696 -0.568 -0.155
H 2.5407 1.8994 -2.2917 1.357 -0.281 0.619
H -1.6301 -3.5577 -1.5821 0.079 0.448 0.347
H -0.3240 -5.3393 -0.9301 0.558 -0.003 0.532
H 1.4746 -5.0860 0.8882 -0.199 0.208 0.332
H 1.3705 -3.0254 2.3228 0.297 0.025 0.378
H 0.5174 -2.4934 4.3301 0.393 0.484 0.240
H 2.2886 -2.0786 6.0353 -0.184 0.395 -0.216
H 3.2791 0.1781 6.2938 -0.385 -0.049 -0.011
H 2.5530 1.9840 4.8325 0.141 0.492 0.007
H 0.8539 1.5218 2.9458 0.193 0.627 0.112
H -2.0394 -3.1933 2.1280 -0.557 0.237 0.160
H -4.2130 -3.8111 3.1440 0.309 0.454 0.228
H -5.5194 -2.1606 4.4291 -0.089 0.036 0.050
H -4.7123 0.1760 4.6532 0.119 0.144 0.251
H -2.3875 0.7236 3.7703 -0.934 -0.085 -0.143
N 0.0287 2.3380 0.0125 -0.563 -0.183 0.288
C -1.0339 3.0194 0.7465 -1.002 -0.467 0.313
C -2.3568 2.5985 0.5407 1.901 1.749 1.550
C -3.3562 3.0431 1.3647 -1.374 0.049 0.487
C -3.0968 3.8620 2.4520 2.165 0.993 -0.963
C -1.7714 4.3640 2.5739 -2.230 0.681 1.569
C -0.7698 3.9709 1.7306 0.674 -0.955 -0.220
H 0.8790 2.8100 0.1963 1.322 0.461 0.802
H -0.0057 2.5135 -0.9761 -0.744 0.027 -0.906
H -2.5565 2.0150 -0.2704 -0.646 -1.632 -2.004
H -4.3822 2.7534 1.1398 0.182 -0.013 0.097
H -3.8214 4.3489 3.0675 -0.659 -0.362 0.274
H -1.6637 5.1177 3.3967 0.497 -0.791 -1.008
H 0.2294 4.3171 1.9148 0.440 0.197 -0.123
C 3.4720 -0.9649 1.7195 -0.865 1.234 -0.655
P 2.8028 0.2784 0.4763 0.431 -0.557 0.238
C 3.9516 0.0549 -0.9285 -0.873 -0.542 0.061
C 3.2943 1.9486 1.0423 0.867 -0.223 -0.536
H 4.5616 -0.9967 1.7211 -0.123 -0.374 -0.330
H 2.9106 -1.8658 1.4408 0.828 -0.077 0.202
H 3.1541 -0.6458 2.7033 -0.145 -0.074 0.287
H 4.9538 0.2243 -0.5715 0.463 -0.170 0.070
H 3.6922 0.8622 -1.5949 0.279 -0.100 -0.495
H 3.8131 -0.9304 -1.4265 0.287 0.773 0.350
H 4.2704 1.8509 1.5207 0.253 0.277 -0.354
H 2.6596 2.2155 1.8349 -1.051 0.546 1.071
H 3.2807 2.7669 0.2854 0.135 -0.833 0.320
```
Forces are in eV/Å.

Results
- charge = +2
- HOMO level (alpha / beta) (eV) = -13.40 / -12.87
- ⟨S²⟩ = 3.9639
- Kohn-Sham gap (alpha / beta) (eV) = 7.57 / 7.43
- 2S+1 = 4

=====

Below is C46H48AsIrN5O4S2 as an isolated structure at a distorted geometry, with properties calculated with the ωB97M-V functional and the def2-TZVPD basis.

Structure (XYZ):
```
107
Properties=species:S:1:pos:R:3:forces:R:3
Ir -0.4023 0.2176 0.0174 0.698 -0.393 -0.707
C -0.7721 -3.6139 1.8733 0.041 -0.068 -0.025
C -0.1051 -2.3581 1.3692 0.346 0.061 -0.427
O -0.7179 -1.7786 0.3879 -0.655 0.184 0.783
C 1.0931 -1.9580 1.9153 -0.058 0.145 -0.013
C 1.8679 -0.8040 1.5646 0.066 -0.227 0.061
C 3.1755 -0.5889 2.2724 0.031 0.017 -0.052
N 1.4673 0.0738 0.6947 -0.001 0.250 0.192
N 2.2864 1.1803 0.4747 -0.077 0.011 -0.063
C 1.6702 2.0649 -0.2507 0.105 -0.214 -0.224
O 0.4809 1.9393 -0.7597 -0.373 0.307 0.499
C 2.3919 3.3355 -0.5220 0.028 -0.014 0.002
C 1.6975 4.4264 -1.0322 0.005 -0.006 -0.006
C 2.3452 5.6390 -1.2249 -0.005 -0.002 -0.006
C 3.6923 5.7667 -0.9200 0.005 0.007 0.004
C 4.3927 4.6743 -0.4205 -0.006 -0.004 -0.005
C 3.7462 3.4658 -0.2190 -0.006 0.011 -0.009
H -1.7488 -3.7148 1.4052 -0.005 0.005 0.015
H -0.8952 -3.5628 2.9558 -0.017 -0.003 -0.002
H -0.1755 -4.4980 1.6408 0.012 0.009 -0.004
H 1.4977 -2.5664 2.7130 -0.036 -0.009 0.013
H 3.3371 -1.3769 3.0051 0.017 0.005 0.006
H 3.1687 0.3824 2.7708 -0.005 -0.018 0.009
H 4.0058 -0.5725 1.5649 -0.016 -0.005 -0.022
H 0.6476 4.3122 -1.2642 -0.010 0.004 0.018
H 1.7919 6.4885 -1.6062 0.003 0.000 -0.008
H 4.1957 6.7147 -1.0661 0.000 -0.001 -0.002
H 5.4448 4.7689 -0.1802 -0.001 0.003 0.005
H 4.2684 2.6115 0.1900 0.002 -0.001 -0.002
O -3.3416 -1.3624 -4.3128 0.063 -0.040 0.011
C -4.2691 -0.9902 -3.4138 -0.025 0.012 0.022
C -5.6096 -1.1763 -3.7557 0.019 0.005 0.023
C -6.6115 -0.8191 -2.8746 -0.015 -0.001 -0.013
C -6.3031 -0.2718 -1.6325 0.006 0.009 0.006
C -4.9777 -0.0841 -1.2896 -0.018 0.006 -0.008
C -3.9485 -0.4313 -2.1648 0.002 -0.016 -0.062
C -2.5522 -0.2213 -1.7196 0.146 0.093 0.001
O -2.3669 0.3467 -0.5940 -0.043 -0.033 -0.092
N -1.5839 -0.6371 -2.5119 -0.089 0.001 0.011
N -0.3190 -0.4451 -1.9555 0.061 0.137 -0.088
C 0.6319 -0.4867 -2.8054 0.114 -0.211 0.066
S 2.3160 -0.5141 -2.3302 -0.031 0.083 -0.003
C 2.8825 0.0252 -3.9595 -0.016 0.006 -0.025
C 2.0679 -0.7320 -4.9912 0.006 -0.010 0.022
S 0.3189 -0.5880 -4.5345 -0.021 -0.026 -0.003
H -2.4547 -1.2279 -3.8913 -0.042 0.023 -0.006
H -5.8324 -1.6142 -4.7200 -0.004 0.014 -0.007
H -7.6463 -0.9730 -3.1573 0.000 -0.002 0.004
H -7.0876 0.0009 -0.9393 -0.005 -0.001 -0.003
H -4.7023 0.3314 -0.3286 0.007 -0.012 -0.004
H 3.9463 -0.1977 -4.0366 -0.001 -0.009 0.013
H 2.7322 1.1013 -4.0533 0.018 -0.002 -0.004
H 2.3527 -1.7839 -5.0089 0.004 0.001 -0.014
H 2.1852 -0.3100 -5.9895 -0.010 0.004 0.001
C 4.2426 2.2562 6.8220 0.008 -0.007 0.004
C 3.1554 2.3094 5.7824 0.016 0.018 -0.010
C 2.2484 1.2761 5.6299 -0.011 -0.020 -0.002
C 1.2307 1.3033 4.6737 -0.003 0.001 0.007
C 0.3118 0.1135 4.6175 -0.050 0.024 0.030
C 1.1028 2.4234 3.8401 0.063 -0.023 -0.056
As -0.0245 2.6263 2.2186 -0.118 0.191 -0.165
N -0.9406 1.0682 1.8726 -0.158 -0.195 0.294
C -2.0614 0.6412 2.5842 0.074 0.105 -0.052
C -2.6904 -0.5856 2.2955 -0.146 0.024 -0.158
C -3.7842 -1.0420 3.0098 0.014 0.013 0.012
C -4.3225 -0.3113 4.0616 0.004 -0.013 -0.002
C -3.7252 0.9021 4.3631 -0.016 0.013 0.015
C -2.6333 1.3681 3.6474 0.078 -0.093 0.051
C -1.3528 4.0572 2.6772 -0.030 -0.102 0.040
C -2.1121 4.4824 1.5688 0.011 0.012 0.017
C -2.1642 3.6999 0.2850 -0.007 -0.024 -0.012
C -2.8866 5.6347 1.6580 -0.016 -0.007 -0.019
C -2.9496 6.3920 2.8170 0.019 -0.012 -0.001
C -3.7904 7.6380 2.8952 -0.006 0.019 0.008
C -2.2449 5.9346 3.9171 -0.043 -0.005 0.017
C -1.4699 4.7768 3.8786 -0.012 -0.054 0.015
C -0.8622 4.3536 5.1954 -0.020 0.013 0.006
C 2.0374 3.4716 3.9694 0.012 -0.013 0.011
C 2.0345 4.7009 3.0873 0.009 0.017 -0.017
C 3.0340 3.4011 4.9339 -0.025 0.012 0.016
H 4.1747 1.3436 7.4147 -0.002 -0.001 -0.003
H 4.1779 3.1065 7.5042 -0.002 0.001 0.000
H 5.2323 2.2844 6.3608 -0.002 0.001 -0.004
H 2.3254 0.4049 6.2738 0.005 -0.002 -0.002
H 0.7243 -0.7032 5.2121 -0.010 -0.008 0.007
H 0.1592 -0.2387 3.5998 0.016 0.022 0.045
H -0.6767 0.3560 5.0137 0.008 0.012 0.006
H -2.3394 -1.1718 1.4659 -0.020 -0.016 -0.003
H -4.2266 -1.9913 2.7259 0.006 -0.004 0.004
H -5.1758 -0.6743 4.6203 -0.005 0.009 0.000
H -4.1105 1.5126 5.1732 0.005 0.000 -0.001
H -2.2110 2.3114 3.9403 0.073 0.099 0.018
H -1.1732 3.4810 -0.1139 0.041 -0.012 -0.002
H -2.7321 4.2471 -0.4688 0.011 -0.007 -0.004
H -2.6444 2.7313 0.4371 -0.003 -0.024 0.005
H -3.4598 5.9421 0.7887 -0.003 0.003 0.002
H -4.1795 7.9097 1.9137 0.001 0.000 0.000
H -3.2131 8.4827 3.2762 0.004 -0.003 -0.002
H -4.6424 7.4977 3.5645 0.002 -0.007 0.000
H -2.3149 6.4766 4.8568 0.000 0.006 -0.004
H -1.5777 4.5497 5.9967 0.021 0.046 0.002
H 0.0484 4.9154 5.4201 0.035 -0.048 -0.022
H -0.6067 3.3000 5.2236 -0.027 -0.018 0.001
H 1.0501 4.9804 2.7184 -0.021 0.002 0.046
H 2.6738 4.5488 2.2131 -0.035 -0.020 -0.014
H 2.4248 5.5539 3.6460 0.044 -0.012 -0.013
H 3.7367 4.2257 5.0187 -0.005 0.004 0.013
```
Forces are in eV/Å.

Results
- charge = -1
- HOMO level (eV) = -4.07
- ΔE to the lowest compared entry with this formula, charge and spin (kJ/mol) = 0.00
- Kohn-Sham gap (eV) = 6.14